ORCA calculation (the ωB97M-V functional and the def2-TZVPD basis) on 3 unconnected molecules or ions with the total composition C22H48ClNO12P2 at a distorted geometry.

Results
Structure (SMILES) ... CC(=O)OCCCCOC[C@H](N)CC(=O)Cl.CCOP(=O)(OCC)OCC.CCOP(=O)(OCC)OCC
Lowest unoccupied orbital energy ... -2.0 eV
Energy relative to the best compared isomer or geometry (same formula, charge and spin) ... 8.4737 eV
Net charge ... 0
Molecular weight ... 616.0 Da

Structure (XYZ):
```
86
Properties=species:S:1:pos:R:3:forces:R:3
C 2.615 -2.258 -4.830 0.4 0.4 0.3
C -2.756 -0.396 -1.806 0.2 -0.3 -0.1
H -1.460 -2.020 -2.409 -0.1 0.0 0.1
C 0.183 -3.365 -10.083 0.4 -0.2 0.0
C 5.683 1.523 -1.449 -0.6 2.1 -1.3
H -2.847 1.725 4.213 -0.2 -0.2 0.2
H -3.730 -0.847 -2.022 0.0 0.1 0.2
C -1.654 -2.274 7.968 0.0 -0.8 0.2
H -0.645 0.421 9.298 0.1 0.1 0.1
H 0.881 -4.241 -10.467 -1.5 1.8 1.1
H -4.229 1.176 3.244 0.1 -0.1 0.0
H -0.870 -3.012 8.161 0.0 0.2 0.0
H 4.623 -1.036 -0.868 -1.2 0.6 -1.9
H -1.168 2.459 7.966 -0.1 0.1 0.0
H -3.992 2.529 -2.303 -0.1 0.0 0.0
C 0.164 0.992 8.828 0.1 -0.3 0.1
H 2.933 -1.435 -7.490 -0.3 -2.4 -0.3
C -3.424 -0.368 4.529 -0.2 0.3 -0.3
C 3.907 -0.586 -1.697 -0.2 0.8 1.6
H 2.411 -2.486 -2.571 1.8 0.7 -1.0
H -3.181 -3.799 7.832 0.0 0.1 0.0
H 5.661 2.683 -1.172 0.0 -2.6 -0.5
C 4.113 1.063 -1.616 -0.7 -0.6 0.8
H 0.920 0.267 8.500 -0.2 0.2 0.0
H -2.193 -2.224 -0.805 0.0 0.0 -0.1
H -3.653 -2.247 7.126 0.0 -0.1 0.0
O -0.794 0.965 6.596 -0.1 0.0 0.8
O -3.139 1.227 6.531 -0.8 -2.1 4.2
C -0.265 2.342 1.384 0.1 0.0 0.5
H 2.803 -0.772 -1.284 2.2 0.2 -1.3
O -3.235 2.511 0.368 1.6 2.0 -2.7
C 0.897 -2.523 -8.826 -1.1 5.6 -0.9
H 1.499 -2.677 -4.762 2.6 0.7 -0.3
Cl 6.277 2.927 -4.116 0.2 -2.1 1.6
O 1.633 -3.230 -7.765 -1.0 2.4 -2.8
H 4.652 -2.644 -5.953 -2.5 -0.7 0.0
O 0.734 -1.180 -8.891 1.6 -8.5 1.0
H 6.274 0.949 -0.619 -1.0 0.8 -2.1
H 3.571 1.383 -0.602 1.3 -0.8 -2.0
O 7.041 0.313 -3.236 -4.2 8.0 1.1
H -3.567 -1.239 3.882 0.2 0.0 0.1
C -0.356 1.799 7.656 0.4 0.1 0.0
C -4.027 3.455 -0.341 -0.8 0.4 -0.2
H 0.451 2.425 7.261 -0.2 -0.1 -0.1
H -5.296 1.962 -1.262 0.1 0.2 0.0
H 0.179 1.863 2.264 -0.1 -0.1 -0.2
H -0.088 4.305 2.267 0.0 0.0 0.0
C 2.937 -2.610 -7.481 2.4 -0.1 1.0
P -2.163 0.068 6.847 4.1 2.4 -8.8
C 3.305 -2.326 -3.308 -0.8 -1.5 -1.2
H -4.310 -0.310 5.166 0.1 0.1 -0.1
H -4.777 3.841 0.355 0.2 -0.1 0.1
H -2.521 -3.283 6.260 0.0 0.1 0.2
H -2.475 0.168 -2.699 0.1 -0.1 0.1
C -1.753 -1.497 -1.493 0.1 -0.2 0.1
P -1.949 1.834 -0.571 0.0 -8.8 4.7
H -1.976 -1.867 8.932 0.1 -0.2 0.1
H -3.390 4.293 -0.645 -0.2 0.1 0.0
H 3.575 -4.202 -5.822 -0.4 2.4 -0.3
H 0.522 2.463 0.638 0.1 0.0 -0.1
N 3.403 1.820 -2.719 -0.3 -0.6 1.0
H 2.530 -1.109 -5.132 0.2 -2.5 0.6
O -1.072 -1.228 7.200 -2.7 0.8 2.4
C -0.843 3.684 1.784 -0.3 0.2 0.0
H -2.574 0.676 2.841 -0.1 0.0 0.0
C -3.264 0.875 3.665 0.1 0.0 -0.2
H 3.212 1.233 -3.560 0.2 0.6 1.2
H -0.849 -1.125 -1.004 -0.1 0.2 -0.2
H -1.217 4.225 0.907 0.1 0.1 0.1
C -4.720 2.848 -1.547 -0.1 -0.1 -0.1
H 2.517 2.258 -2.359 1.3 -1.0 -0.7
C 3.524 -3.033 -5.974 -0.5 0.7 -0.5
H -0.879 -3.788 -9.797 2.3 0.8 -0.3
O -1.264 1.465 0.890 0.2 0.8 -0.3
O -2.258 -0.603 5.320 -0.7 -0.7 1.1
C -2.816 -2.943 7.257 -0.1 -0.1 -0.1
O -2.924 0.484 -0.694 -0.4 1.1 -0.8
H 3.721 -3.055 -8.259 -1.8 1.2 1.4
H 3.943 -3.334 -3.268 -1.1 2.3 0.0
H -1.691 3.557 2.469 0.3 0.0 -0.1
O -0.798 1.229 -1.411 -1.0 4.4 -1.1
O 4.142 -1.148 -3.036 -1.8 -0.5 1.7
H 0.602 1.643 9.585 0.0 0.0 0.0
H 0.012 -2.628 -11.000 0.5 -1.3 2.4
C 6.391 1.448 -2.950 3.3 -6.7 0.4
H -5.390 3.573 -2.016 0.1 0.0 0.1
```
Positions in Å, forces in eV/Å.

Mulliken population analysis, charges in e, atoms 1 to 2: -0.28, -0.41